(1)
Density functional theory data (ωB97M-V/def2-TZVPD) for one molecule with the formula C20H20O at a distorted geometry.

Structure (XYZ):
```
41
Properties=species:S:1:pos:R:3:forces:R:3
O 1.33597 2.35764 -0.23765 -0.14 0.64 -0.53
C -4.38161 -1.53078 -0.32166 1.36 0.54 2.07
C 1.20499 -0.57574 4.12851 -1.85 -2.31 1.38
C -3.81531 -0.72975 -1.31550 3.42 0.46 1.30
C 2.00293 -0.03267 3.17103 -1.19 0.38 -2.69
C -3.69368 -1.68313 0.90206 -5.03 -1.32 -2.96
C -0.05541 -1.03755 3.82441 1.43 0.00 1.90
C -2.49504 -0.28921 -1.16531 -2.19 -0.70 -0.31
C 1.48966 0.09582 1.88120 2.46 2.31 -0.85
C -1.80496 -1.37512 2.27693 -0.24 -1.20 0.41
C -0.42967 -0.20600 0.17204 2.16 -0.17 1.23
C -2.40005 -1.27707 1.02222 0.13 -0.60 4.29
C -0.51793 -0.85582 2.54431 -3.65 -1.72 -0.73
C -1.76534 -0.63711 0.02881 2.81 2.76 -4.03
C 0.21426 -0.31081 1.48577 -1.12 0.22 -1.32
C 2.48496 1.31468 -2.89513 1.79 -1.42 -0.19
C 2.94071 0.28218 -1.80356 0.26 -0.92 1.15
C 1.13699 1.94831 -2.57661 -0.71 -0.49 -1.94
C 1.75327 -0.58603 -1.28735 -0.55 -1.71 -1.36
C 0.50135 1.70620 -1.27636 1.23 0.60 2.15
C 0.40760 0.22019 -1.07031 -0.48 -1.24 1.24
H 1.39788 3.32342 -0.46758 -0.17 -1.48 0.29
H -5.39200 -1.80704 -0.43996 -1.02 -0.49 0.19
H 1.56789 -0.90524 5.07334 0.55 0.40 0.81
H -4.35827 -0.27577 -2.07121 -1.20 0.24 -1.60
H 2.96903 0.26559 3.42826 1.40 0.64 0.04
H -4.37742 -2.07806 1.66860 1.17 -0.03 0.18
H -0.64219 -1.62351 4.56558 0.39 0.72 -0.66
H -2.18543 0.40414 -1.94596 0.52 -0.17 0.47
H 2.04107 0.75815 1.15627 -0.27 -1.16 0.75
H -2.37580 -2.03967 2.99620 0.96 1.22 -0.46
H 2.45368 0.71734 -3.85572 -0.14 0.96 0.79
H 3.27679 2.11944 -3.01805 -0.86 -1.09 0.15
H 3.80523 -0.45535 -2.04511 -1.38 1.57 -0.11
H 3.23601 0.84365 -0.93088 0.57 0.36 0.20
H 0.42726 1.59631 -3.33735 -0.04 0.19 0.00
H 1.19377 2.99091 -2.69352 0.16 1.57 -0.45
H 1.88122 -1.33433 -0.45303 0.65 1.47 -0.30
H 1.63439 -1.37469 -2.11644 -0.56 1.22 0.71
H -0.46031 2.19911 -1.11964 -0.30 -0.34 -0.68
H -0.20651 -0.12268 -1.88167 -0.34 0.11 -0.53
```
Forces are in eV/Å.

Calculated values
SMILES = O[C@H]1CCCC[C@H]1c1c2ccccc2cc2ccccc12
E_tot = -23109.923 eV
HOMO-LUMO gap = 6.760 eV
E_HOMO = -6.99 eV
ΔE to the lowest compared entry with this formula, charge and spin = 0.000 eV



(2)
Density functional theory data (ωB97M-V/def2-TZVPD) for C20H21AsBN8O5Rh as an isolated structure at a distorted geometry.

Structure (XYZ):
```
57
Properties=species:S:1:pos:R:3:forces:R:3
Rh -0.87324 -0.16493 -0.00725 0.44 0.27 0.18
C 0.82937 3.18532 1.71223 0.03 -0.01 -0.14
C -0.25167 2.41922 1.30395 0.13 -0.02 0.06
N 0.19030 1.25987 0.81218 -0.07 0.64 0.19
N 1.52967 1.23792 0.91641 0.40 0.13 0.10
C 1.93979 2.40709 1.43738 -0.19 0.15 0.13
B 2.32119 0.00231 0.38683 -0.03 0.16 0.36
N 2.03752 -0.01688 -1.13305 0.07 -0.05 -0.26
C 2.83454 0.22568 -2.18673 -0.17 0.05 -0.05
C 2.06207 0.22682 -3.33157 -0.13 0.01 0.01
C 0.76484 -0.01712 -2.88422 0.00 -0.04 -0.11
N 0.76937 -0.16665 -1.56433 -1.56 0.02 1.41
N 1.69495 -1.28119 0.98918 0.14 0.01 0.14
C 2.29977 -2.36075 1.51517 -0.02 -0.11 0.18
C 1.33516 -3.29083 1.84235 -0.10 0.02 -0.09
C 0.13165 -2.69486 1.47432 0.18 -0.02 0.14
N 0.37070 -1.48754 0.97237 -0.49 -0.14 -0.10
N 3.79224 0.04776 0.70557 0.20 -0.14 -0.40
C 4.77542 -0.74900 0.19191 0.03 -0.08 -0.15
C 5.93729 -0.47139 0.85680 0.07 0.02 0.06
C 5.57709 0.51859 1.79406 -0.14 -0.21 -0.29
N 4.29866 0.81450 1.69327 -0.16 0.35 0.49
H 0.81015 4.17665 2.12639 0.02 -0.02 0.08
H -1.30702 2.62566 1.37492 -0.01 -0.04 -0.06
H 2.98095 2.59713 1.60712 0.08 -0.09 0.03
H 3.88944 0.39615 -2.06208 0.02 -0.03 0.06
H 2.38581 0.38825 -4.34347 0.02 -0.03 -0.02
H -0.15083 -0.10245 -3.44479 0.01 -0.03 -0.01
H 3.36545 -2.40454 1.65667 0.03 0.10 -0.06
H 1.47571 -4.26721 2.26815 0.03 0.01 0.07
H -0.87014 -3.07553 1.57464 -0.02 0.00 -0.06
H 4.58101 -1.45734 -0.59731 -0.04 -0.01 -0.01
H 6.91143 -0.89915 0.70034 -0.02 -0.07 -0.04
H 6.19800 1.01311 2.52131 -0.02 0.06 0.04
O -5.52821 -3.92883 1.88862 -0.09 0.05 0.29
C -4.67678 -3.15420 1.60404 0.70 -0.28 -1.44
C -3.80072 -3.23877 0.27451 -1.67 -1.32 1.00
O -3.90307 -4.15467 -0.49539 0.48 0.43 -0.28
C -2.96916 -2.05279 0.29645 0.83 1.50 0.36
C -3.21892 -1.24062 1.48320 0.22 -0.56 -0.93
O -2.63570 -0.15747 1.65947 1.46 0.23 -0.73
C -4.22687 -1.90761 2.33910 -0.90 0.12 1.28
O -4.63303 -1.56275 3.41686 0.28 0.20 -0.23
O -2.10380 -1.66317 -0.53732 -0.22 -1.18 -1.00
C -1.43002 2.87352 -2.07431 0.05 -0.14 0.13
As -2.31299 1.35164 -1.23449 -0.22 0.60 -0.74
C -3.17443 0.47690 -2.73957 0.05 -0.18 0.14
C -3.82752 2.20914 -0.36702 0.10 -0.19 0.19
H -2.13586 3.36709 -2.74138 -0.05 -0.05 0.04
H -0.56302 2.55024 -2.64837 -0.01 -0.06 0.05
H -1.10419 3.58117 -1.31341 0.01 -0.05 0.02
H -3.69055 1.20756 -3.36034 0.07 0.07 0.06
H -3.89788 -0.25015 -2.37234 0.03 0.01 0.03
H -2.43706 -0.05865 -3.33496 -0.02 0.03 0.00
H -4.35577 2.81727 -1.10044 0.10 -0.04 -0.08
H -3.50321 2.84571 0.45403 0.04 -0.04 -0.01
H -4.50788 1.45478 0.02433 0.04 -0.01 0.01
```
Forces are in eV/Å.

Calculated values
E_tot = -107757.059 eV
HOMO-LUMO gap (alpha / beta) = 7.194 / 6.241 eV
E_HOMO (alpha / beta) = -12.04 / -11.99 eV
ΔE to the lowest compared entry with this formula, charge and spin = 0.000 eV
Total charge = +1
2S+1 = 2



(3)
Density functional theory data (ωB97M-V/def2-TZVPD) for C20H21Br2Cl3N3O6TeTi as an isolated structure.

Structure (XYZ):
```
57
Properties=species:S:1:pos:R:3:forces:R:3
Ti 0.20913 0.06567 0.26647 -0.09 0.30 -0.22
O 1.17199 0.60807 -2.23322 -0.03 -0.02 -0.04
C 2.42590 1.23991 -2.05020 0.07 0.00 0.05
C 2.29104 2.25068 -0.93819 -0.04 0.00 -0.07
N 1.89419 1.64160 0.34795 0.01 -0.06 0.01
C 1.14890 2.63622 1.13531 -0.09 -0.03 0.00
C -0.18350 2.87610 0.41345 0.07 0.05 0.09
O -0.75965 3.93962 0.49682 -0.02 -0.04 -0.03
O -0.55635 1.84167 -0.28288 0.00 0.03 0.09
C 3.03548 1.09317 1.08045 -0.07 -0.04 0.07
C 2.59237 -0.01184 2.05101 0.06 -0.02 -0.15
O 3.39699 -0.44475 2.85561 -0.05 0.01 0.05
O 1.38016 -0.41169 1.87458 -0.01 0.02 0.01
H 1.35066 -0.17417 -2.81714 -0.02 -0.02 0.06
H 2.73864 1.75841 -2.96238 -0.02 -0.01 -0.02
H 3.20194 0.49970 -1.82389 -0.02 -0.01 -0.03
H 1.51673 2.95888 -1.23053 0.01 0.02 0.01
H 3.22576 2.81144 -0.81686 0.01 -0.01 0.02
H 1.70068 3.57436 1.24776 0.01 0.01 -0.02
H 0.93306 2.22509 2.12409 0.02 -0.01 0.00
H 3.58271 1.86667 1.62733 0.01 0.02 0.01
H 3.73265 0.63496 0.37620 -0.02 0.00 -0.02
C -0.34417 -3.30684 -1.26120 -0.03 -0.05 0.10
C -0.86909 -3.17084 0.13847 0.09 0.22 -0.03
C -1.36857 -4.32655 0.77781 -0.06 -0.12 0.09
C -1.86466 -4.26589 2.04486 0.03 -0.03 -0.09
C -1.91313 -3.02386 2.70937 0.07 0.16 -0.08
C -2.42785 -2.80614 4.00612 -0.04 0.05 0.11
Br -3.11128 -4.26069 5.02299 0.00 -0.01 0.00
C -2.44899 -1.55264 4.55192 0.00 -0.09 -0.03
C -1.97360 -0.45725 3.82493 -0.01 0.14 -0.11
Br -2.03511 1.26959 4.59228 -0.01 -0.06 0.01
C -1.46699 -0.57991 2.53621 0.04 -0.05 0.16
O -1.06455 0.40139 1.81262 -0.05 0.09 -0.04
C -1.41158 -1.91073 2.00209 -0.04 -0.09 0.05
N -0.86773 -2.00028 0.75211 0.02 -0.13 -0.15
H -1.04424 -3.88788 -1.86424 -0.02 0.00 0.01
H 0.60192 -3.85100 -1.26170 -0.01 0.01 -0.03
H -0.18135 -2.34742 -1.73714 0.03 0.04 -0.01
H -1.34090 -5.26604 0.24066 0.00 0.01 -0.01
H -2.23344 -5.15317 2.54182 0.00 0.00 0.00
H -2.83801 -1.39669 5.54825 0.00 0.00 0.00
C -3.54718 -1.60655 -1.80990 0.05 0.14 -0.01
Te -2.13008 -0.01386 -2.08602 -0.06 -0.26 -0.03
C -1.35778 -0.81517 -3.91419 -0.02 0.06 0.04
H -4.07280 -1.79157 -2.74477 0.02 0.03 -0.01
H -4.26439 -1.28458 -1.05676 0.03 0.01 0.01
H -3.05942 -2.51611 -1.47158 0.06 -0.03 0.01
H -2.19152 -1.03650 -4.57805 -0.01 0.01 0.03
H -0.74021 -1.69567 -3.75482 -0.02 0.03 0.02
H -0.73609 -0.04057 -4.35820 0.00 -0.01 0.01
Cl 5.17739 -2.00572 -1.60429 -0.11 0.00 0.02
C 3.66179 -2.73012 -1.39380 0.21 -0.17 -0.05
Cl 3.49506 -4.39390 -1.65014 -0.04 0.12 0.03
Cl 2.19697 -1.80704 -3.85384 -0.05 0.05 -0.01
C 2.60060 -1.96808 -0.92154 -0.04 0.10 -0.04
N 1.74467 -1.29991 -0.54041 0.18 -0.32 0.15
```
Forces are in eV/Å.

Calculated values
E_tot = -245903.318 eV
HOMO-LUMO gap (alpha / beta) = 7.169 / 5.945 eV
E_HOMO (alpha / beta) = -5.09 / -5.37 eV
ΔE to the lowest compared entry with this formula, charge and spin = 0.500 eV
Total charge = -1
2S+1 = 3